{"formula": "C22H35F3N2O30PS8", "method": "the ωB97M-V functional and the def2-TZVPD basis", "max_force_ev_per_a": 3.9, "total_charge": 1, "spin_multiplicity": 1, "homo_ev": -11.968, "de_lowest_kj_mol": 75.9, "species": ["C", "C", "C", "N", "O", "C", "O", "C", "C", "C", "N", "C", "S", "O", "O", "C", "F", "F", "F", "C", "P", "O", "O", "S", "H", "H", "H", "H", "H", "H", "H", "H", "H", "H", "H", "C", "C", "O", "S", "O", "O", "O", "H", "H", "H", "H", "C", "C", "O", "S", "O", "O", "O", "H", "H", "H", "H", "C", "C", "O", "S", "O", "O", "O", "H", "H", "H", "H", "C", "C", "O", "S", "O", "O", "O", "H", "H", "H", "H", "C", "C", "O", "S", "O", "O", "O", "H", "H", "H", "H", "C", "C", "O", "S", "O", "O", "O", "H", "H", "H", "H"], "xyz": [[2.17, -4.30, -0.20], [1.93, -2.86, 0.23], [3.09, -1.91, 0.13], [0.76, -2.58, 0.67], [0.44, -1.20, 0.47], [-0.72, -1.10, -0.19], [-1.23, -0.01, -0.34], [-1.35, -2.35, -0.80], [-0.87, -2.68, -2.06], [-1.37, -3.79, -2.66], [-2.28, -4.53, -2.05], [-2.76, -4.24, -0.84], [-3.94, -5.49, -0.26], [-3.59, -5.87, 1.07], [-3.80, -6.62, -1.13], [-5.72, -4.93, -0.41], [-6.30, -5.74, -1.27], [-6.36, -5.07, 0.72], [-5.80, -3.69, -0.89], [-2.35, -3.13, -0.14], [-2.99, -2.67, 1.53], [-4.45, -3.32, 1.82], [-2.01, -3.40, 2.54], [-3.14, -0.79, 1.81], [2.82, -4.30, -1.08], [1.20, -4.76, -0.41], [2.63, -4.85, 0.63], [3.71, -2.16, -0.74], [3.72, -2.00, 1.01], [2.80, -0.86, 0.02], [-0.10, -2.07, -2.54], [-0.98, -4.08, -3.63], [-2.62, -5.37, -2.54], [-5.07, -2.87, 1.23], [-2.24, -3.11, 3.44], [7.81, 1.52, 0.76], [6.74, 1.97, -0.21], [5.93, 0.80, -0.42], [5.90, -0.07, 0.93], [4.71, 0.24, 1.64], [6.26, -1.40, 0.61], [7.13, 0.64, 1.67], [8.59, 0.96, 0.26], [8.25, 2.35, 1.30], [7.16, 2.32, -1.15], [6.11, 2.75, 0.22], [6.35, 3.07, -5.40], [5.61, 2.11, -4.50], [6.52, 1.02, -4.31], [8.03, 1.59, -4.32], [8.45, 1.78, -2.98], [8.78, 0.83, -5.25], [7.71, 3.02, -4.95], [6.32, 2.74, -6.44], [5.96, 4.08, -5.34], [4.68, 1.75, -4.95], [5.40, 2.55, -3.53], [-0.72, 1.43, 2.94], [0.34, 2.26, 2.25], [-0.04, 3.62, 2.53], [-0.74, 3.69, 3.97], [0.23, 4.10, 4.92], [-1.99, 4.35, 3.83], [-1.00, 2.12, 4.16], [-1.63, 1.39, 2.36], [-0.38, 0.42, 3.15], [0.38, 2.08, 1.18], [1.33, 2.09, 2.68], [-6.77, -1.63, 6.13], [-6.71, -1.98, 4.66], [-5.70, -1.12, 4.12], [-4.58, -0.87, 5.24], [-3.49, -1.76, 5.02], [-4.39, 0.53, 5.37], [-5.41, -1.39, 6.50], [-7.34, -0.71, 6.29], [-7.20, -2.43, 6.73], [-7.66, -1.82, 4.15], [-6.39, -3.02, 4.51], [-6.91, 4.21, 6.13], [-6.37, 2.81, 5.99], [-7.22, 2.01, 6.82], [-8.71, 2.62, 6.81], [-9.48, 1.91, 5.86], [-9.13, 2.80, 8.15], [-8.33, 4.05, 6.18], [-6.59, 4.68, 7.06], [-6.63, 4.85, 5.30], [-5.33, 2.72, 6.32], [-6.46, 2.44, 4.97], [5.47, 3.26, -10.50], [4.02, 3.18, -10.95], [3.32, 2.71, -9.79], [4.03, 3.27, -8.47], [3.34, 4.43, -8.03], [4.30, 2.18, -7.60], [5.41, 3.74, -9.15], [5.94, 2.28, -10.50], [6.05, 3.94, -11.12], [3.88, 2.50, -11.78], [3.63, 4.16, -11.21]], "lowdin_charge": [-0.004, -0.327, -0.013, 0.125, 0.024, -0.498, 0.103, -0.044, 0.065, 0.013, 0.131, -0.209, 0.803, -0.215, -0.243, -0.678, 0.174, 0.204, 0.158, -0.121, 0.253, -0.205, -0.141, 0.563, 0.090, 0.069, 0.101, 0.095, 0.090, 0.084, 0.160, 0.164, 0.184, 0.065, 0.087, -0.143, -0.161, -0.191, 0.589, -0.231, -0.218, -0.176, 0.139, 0.141, 0.105, 0.137, -0.162, -0.162, -0.185, 0.613, -0.232, -0.202, -0.177, 0.109, 0.144, 0.127, 0.129, -0.199, -0.163, -0.184, 0.606, -0.211, -0.220, -0.185, 0.073, 0.129, 0.128, 0.136, -0.142, -0.157, -0.221, 0.580, -0.252, -0.203, -0.169, 0.126, 0.142, 0.140, 0.131, -0.152, -0.177, -0.202, 0.600, -0.229, -0.208, -0.183, 0.137, 0.138, 0.128, 0.131, -0.154, -0.156, -0.183, 0.600, -0.207, -0.230, -0.188, 0.137, 0.139, 0.139, 0.137]}